# 1
{"formula": "C3H11NO2", "method": "wB97M-V/def2-TZVPD", "charge": 1, "e_above_lowest_kcal_mol": 83.45, "homo_lumo_gap_ev": [7.9, 4.3], "lumo_ev": [-6.3, -9.9], "multiplicity": 2, "total_energy_ha": -325.69059, "homo_energy_ev": [-14.182, -14.181], "elements": ["O", "O", "N", "C", "C", "C", "H", "H", "H", "H", "H", "H", "H", "H", "H", "H", "H"], "coordinates": [[1.60, -0.94, -1.12], [2.41, 0.29, 1.72], [-1.11, 0.31, -0.96], [-0.95, -1.05, 1.14], [-1.75, 1.26, -1.60], [-1.14, 0.38, 0.57], [2.18, 0.13, 0.70], [-2.71, 1.70, -1.12], [-1.80, -1.52, 1.56], [3.27, -0.22, 1.60], [1.88, -0.54, -1.97], [-0.25, -0.93, 1.98], [-0.48, -1.77, 0.47], [-2.07, 0.88, 0.95], [0.53, -0.60, -1.06], [-0.28, 1.01, 0.87], [-1.58, 1.39, -2.74]], "nbo_charge": [-0.871, -0.950, -0.067, -0.659, 0.047, -0.276, 0.466, 0.293, 0.247, 0.480, 0.487, 0.268, 0.246, 0.283, 0.443, 0.273, 0.290]}

=====

# 2
{"formula": "C9H13N2O", "method": "wB97M-V/def2-TZVPD", "charge": -1, "e_above_lowest_kcal_mol": 0.00, "homo_lumo_gap_ev": 6.1, "lumo_ev": 3.6, "total_energy_ha": -535.47028, "homo_energy_ev": -2.554, "elements": ["O", "N", "N", "C", "C", "C", "C", "C", "C", "C", "C", "C", "H", "H", "H", "H", "H", "H", "H", "H", "H", "H", "H", "H", "H"], "coordinates": [[-1.66, 0.88, 1.84], [0.21, 1.04, -1.57], [3.68, -0.80, 0.03], [-2.14, -0.24, 2.54], [-0.94, 0.21, -1.71], [1.30, 0.44, -1.06], [-2.03, 0.89, 0.47], [3.10, 0.28, 0.58], [1.93, -0.71, -1.63], [1.97, 0.91, 0.10], [3.07, -1.25, -1.07], [-1.51, -0.28, -0.36], [-1.63, 1.82, 0.06], [-3.13, 0.92, 0.42], [-0.79, -0.68, -2.36], [-3.02, -0.68, 2.05], [1.52, -1.16, -2.52], [-1.73, 0.81, -2.19], [-1.37, -1.01, 2.63], [3.57, 0.66, 1.49], [3.54, -2.11, -1.55], [-2.42, 0.08, 3.55], [-0.75, -0.84, 0.19], [-2.34, -0.96, -0.58], [1.58, 1.78, 0.62]], "nbo_charge": [-0.547, -0.740, -0.539, -0.248, -0.200, 0.232, -0.069, 0.017, -0.363, -0.341, 0.015, -0.456, 0.215, 0.134, 0.130, 0.159, 0.193, 0.161, 0.170, 0.161, 0.158, 0.168, 0.211, 0.173, 0.205]}